This record from OMol25 describes C3H4N2O2 in the gas phase. The level of theory is ωB97M-V with the def2-TZVPD basis set.

Summary:
highest occupied orbital energy = -9.47 eV
charge = 0
E_LUMO = 0.34 eV
SMILES = C=N/N=C/OC=O
multiplicity = 1
Kohn-Sham gap = 9.81 eV

Geometry as XYZ:
```
11
C3H4N2O2 | OMol25 | ωB97M-V with the def2-TZVPD basis set
C 2.20503 0.34358 -1.35888
C -0.96296 0.45970 -0.18540
C -1.47989 -0.85859 1.70877
H 2.68660 0.79543 -2.26075
H 2.63056 -0.15440 -0.46122
H -1.56327 1.27700 -0.72871
H -2.37549 -1.08734 2.18329
N 0.88586 0.55656 -1.37844
N 0.19376 0.06945 -0.27591
O -1.72617 0.16825 0.87197
O -0.49403 -1.56964 1.88530
```

Here are the Löwdin charges for atoms 1 to 2, given in e: 0.00 -0.23